(1)
{
  "formula": "C4H4ClNOS",
  "method": "ωB97M-V with the def2-TZVPD basis set",
  "symbols": ["C", "C", "C", "C", "N", "O", "S", "Cl", "H", "H", "H", "H"],
  "positions_angstrom": [[-1.444, 0.335, 0.282], [1.459, -0.006, -1.176], [-0.256, 1.058, 0.872], [-0.135, -1.459, -0.076], [-1.280, -0.899, -0.003], [0.968, 0.830, -1.860], [1.196, -0.017, 0.669], [0.225, -3.041, 0.423], [-2.339, 0.853, -0.005], [2.031, -0.884, -1.447], [-0.073, 2.009, 0.369], [-0.353, 1.221, 1.951]],
  "de_lowest_ev": 3.1068,
  "lumo_energy_ev": 0.37,
  "homo_energy_ev": -7.35
}

(2)
{
  "formula": "C4H4ClNOS",
  "method": "ωB97M-V with the def2-TZVPD basis set",
  "symbols": ["C", "C", "C", "C", "N", "O", "S", "Cl", "H", "H", "H", "H"],
  "positions_angstrom": [[-1.154, 0.795, 0.620], [-0.338, 1.816, 0.707], [0.622, -0.274, -0.106], [1.633, -1.651, -0.342], [-0.613, -0.411, 0.055], [1.897, 2.181, -0.664], [1.400, 1.349, 0.448], [2.406, -1.593, 1.338], [-2.240, 0.637, 0.804], [-0.517, 2.704, 1.206], [2.559, -1.365, -0.953], [1.157, -2.507, -0.735]],
  "de_lowest_ev": 3.0770,
  "lumo_energy_ev": -0.57,
  "homo_energy_ev": -9.40
}

(3)
{
  "formula": "C4H4CrO6",
  "method": "ωB97M-V with the def2-TZVPD basis set",
  "symbols": ["O", "C", "O", "O", "Cr", "O", "C", "C", "O", "O", "C", "H", "H", "H", "H"],
  "positions_angstrom": [[-1.947, -0.219, 0.834], [-2.013, 0.781, 0.017], [-1.394, 1.840, 0.178], [-2.159, 0.326, -1.198], [0.475, 2.328, 0.412], [2.863, -0.031, -1.225], [2.303, 0.716, -0.439], [-0.798, -1.104, 0.888], [2.652, 1.898, -0.143], [0.976, 0.515, -0.164], [0.021, -0.975, -0.385], [-1.207, -2.112, 0.996], [-0.247, -0.830, 1.794], [-0.407, -1.482, -1.256], [0.883, -1.651, -0.308]],
  "de_lowest_ev": 2.5463,
  "lumo_energy_ev": [-6.06, -8.53],
  "homo_energy_ev": [-13.74, -13.81],
  "multiplicity": 6,
  "total_charge": 1
}

(4)
{
  "formula": "C4H4CuLiO2",
  "method": "ωB97M-V with the def2-TZVPD basis set",
  "symbols": ["C", "O", "H", "Li", "O", "C", "C", "C", "H", "H", "H", "Cu"],
  "positions_angstrom": [[-0.184, -1.489, -0.879], [-0.620, -2.531, -0.313], [0.162, -1.569, -1.936], [-0.588, -1.623, 1.396], [1.389, 1.389, 0.744], [1.058, 0.683, -0.462], [-0.206, 1.085, -1.086], [-0.091, -0.256, -0.203], [2.018, 0.898, 1.276], [1.942, 0.326, -1.006], [-0.237, 0.864, -2.166], [-0.902, 1.659, 0.985]],
  "de_lowest_ev": 0.5078,
  "lumo_energy_ev": -0.72,
  "homo_energy_ev": -6.42
}

(5)
{
  "formula": "C4H4F2",
  "method": "ωB97M-V with the def2-TZVPD basis set",
  "symbols": ["C", "C", "C", "C", "H", "H", "H", "H", "F", "F"],
  "positions_angstrom": [[-1.440, -0.010, -0.643], [-0.656, 0.659, 0.245], [0.721, 0.391, 0.470], [1.391, -0.742, 0.212], [-2.484, 0.251, -0.802], [-1.165, 1.422, 0.840], [0.896, -1.531, -0.351], [2.456, -0.847, 0.459], [-1.036, -1.016, -1.523], [1.318, 1.423, 1.094]],
  "de_lowest_ev": 0.2847,
  "lumo_energy_ev": 0.61,
  "homo_energy_ev": -9.12
}

(6)
{
  "formula": "C4H4F2",
  "method": "ωB97M-V with the def2-TZVPD basis set",
  "symbols": ["C", "C", "C", "C", "H", "H", "H", "H", "F", "F"],
  "positions_angstrom": [[0.803, -0.274, -0.118], [-0.156, 0.692, 0.457], [-1.418, 0.100, 0.681], [-2.533, -0.286, 0.841], [0.871, -1.229, 0.443], [0.241, 1.088, 1.422], [-0.117, 1.477, -0.357], [-3.417, -0.717, 1.139], [0.436, -0.565, -1.424], [2.036, 0.341, -0.110]],
  "de_lowest_ev": 0.6896,
  "lumo_energy_ev": 0.99,
  "homo_energy_ev": -10.55
}

(7)
{
  "formula": "C4H4F2",
  "method": "ωB97M-V with the def2-TZVPD basis set",
  "symbols": ["C", "C", "C", "C", "F", "F", "H", "H", "H", "H"],
  "positions_angstrom": [[-1.518, 0.325, 1.795], [-1.072, -0.874, 1.847], [-0.974, -0.209, 0.504], [0.367, 0.053, 0.041], [-1.928, 1.314, 2.550], [-1.115, -2.107, 2.576], [-1.683, -0.667, -0.168], [1.045, 0.112, 0.824], [0.572, 1.002, -0.620], [0.669, -0.808, -0.545]],
  "de_lowest_ev": 2.9152,
  "lumo_energy_ev": 0.58,
  "homo_energy_ev": -9.68
}

(8)
{
  "formula": "C4H4F2",
  "method": "ωB97M-V with the def2-TZVPD basis set",
  "symbols": ["C", "C", "C", "C", "F", "F", "H", "H", "H", "H"],
  "positions_angstrom": [[0.367, 2.276, 0.074], [0.591, 1.089, 0.026], [-1.031, -1.021, -0.103], [0.812, -0.309, -0.087], [1.306, -0.796, -1.291], [1.489, -0.894, 0.981], [0.190, 3.328, 0.453], [-0.826, -1.823, -0.857], [-1.913, -0.327, -0.141], [-0.986, -1.523, 0.944]],
  "de_lowest_ev": 3.8308,
  "lumo_energy_ev": [0.99, -3.05],
  "homo_energy_ev": [-5.27, -11.30],
  "multiplicity": 3
}

(9)
{
  "formula": "C4H4F2N2O",
  "method": "ωB97M-V with the def2-TZVPD basis set",
  "symbols": ["C", "C", "C", "C", "N", "N", "O", "F", "F", "H", "H", "H", "H"],
  "positions_angstrom": [[-0.355, -0.322, -1.377], [0.803, -0.689, -0.729], [-0.860, -0.392, 0.722], [-1.456, -0.181, 1.967], [-1.376, -0.138, -0.482], [0.488, -0.713, 0.588], [-0.818, 1.792, 2.387], [-2.733, 0.007, 2.257], [-0.830, -0.699, 2.960], [-0.661, -0.453, -2.397], [1.746, -1.031, -1.117], [1.147, -0.904, 1.305], [-1.179, 2.166, 3.246]],
  "de_lowest_ev": 2.4748,
  "lumo_energy_ev": [-0.77, -0.77],
  "homo_energy_ev": [-9.17, -9.16]
}

(10)
{
  "formula": "C4H4F2O2",
  "method": "ωB97M-V with the def2-TZVPD basis set",
  "symbols": ["C", "C", "C", "C", "O", "O", "F", "F", "H", "H", "H", "H"],
  "positions_angstrom": [[-0.673, -0.443, -0.286], [0.449, 0.174, 0.164], [-2.576, 0.264, -0.057], [1.820, -0.492, -0.019], [-2.801, 1.297, 0.374], [0.456, 1.410, 0.760], [-0.816, -1.694, -0.782], [-3.286, -0.532, -0.748], [2.559, 0.405, -0.175], [1.654, -1.140, -0.911], [1.945, -1.080, 0.908], [1.267, 1.831, 0.773]],
  "de_lowest_ev": 3.0898,
  "lumo_energy_ev": 0.66,
  "homo_energy_ev": -9.08
}

(11)
{
  "formula": "C4H4F3I",
  "method": "ωB97M-V with the def2-TZVPD basis set",
  "symbols": ["C", "C", "C", "C", "F", "F", "F", "I", "H", "H", "H", "H"],
  "positions_angstrom": [[0.112, -0.280, -0.203], [-0.901, -0.237, 0.917], [-0.932, 0.732, -1.007], [-1.645, 0.690, 0.322], [-1.624, 0.107, -1.970], [-0.421, 1.877, -1.486], [-2.754, 1.403, 0.606], [4.097, -1.185, 0.006], [1.022, 0.336, 0.091], [0.168, -1.284, -0.746], [-0.914, -0.629, 1.869], [3.792, -1.529, 1.601]],
  "de_lowest_ev": 1.4399,
  "lumo_energy_ev": 0.24,
  "homo_energy_ev": -10.17
}

(12)
{
  "formula": "C4H4F3N",
  "method": "ωB97M-V with the def2-TZVPD basis set",
  "symbols": ["C", "C", "C", "C", "N", "F", "F", "F", "H", "H", "H", "H"],
  "positions_angstrom": [[-2.135, -0.572, -0.471], [-0.915, -0.116, -0.736], [-0.184, 0.447, 0.392], [1.916, -0.126, 0.083], [-0.355, 1.366, 1.166], [2.494, 0.595, 1.013], [2.041, -1.451, 0.195], [2.364, 0.155, -1.103], [-2.789, -0.982, -1.194], [-2.395, -0.458, 0.558], [-0.511, -0.394, -1.603], [0.469, 1.536, 1.702]],
  "de_lowest_ev": 2.1064,
  "lumo_energy_ev": 0.33,
  "homo_energy_ev": -8.95
}

(13)
{
  "formula": "C4H4F3O3S",
  "method": "ωB97M-V with the def2-TZVPD basis set",
  "symbols": ["C", "C", "C", "C", "O", "O", "O", "F", "F", "F", "S", "H", "H", "H", "H"],
  "positions_angstrom": [[0.464, -2.282, -1.241], [0.773, -1.097, -0.361], [0.367, 2.695, 0.119], [-1.186, 0.428, 0.646], [-0.378, -2.942, -0.522], [0.798, -2.461, -2.366], [-0.315, -1.707, 1.928], [1.728, 2.342, 0.279], [0.056, 3.636, 1.014], [-2.212, 0.698, -0.322], [-0.718, -1.358, 0.546], [0.785, -0.209, -0.933], [1.469, -1.146, 0.532], [0.045, 2.746, -0.881], [-1.678, 0.659, 1.562]],
  "de_lowest_ev": 4.1147,
  "lumo_energy_ev": [3.40, 3.53],
  "homo_energy_ev": [-4.29, -3.68],
  "total_charge": -1
}

(14)
{
  "formula": "C4H4FN",
  "method": "ωB97M-V with the def2-TZVPD basis set",
  "symbols": ["C", "C", "C", "C", "N", "F", "H", "H", "H", "H"],
  "positions_angstrom": [[-0.103, -1.951, 2.180], [-0.261, 0.809, -0.660], [-0.620, -0.128, -1.816], [0.549, -0.174, -1.282], [-0.436, -1.667, 1.146], [1.801, -0.628, -1.128], [0.100, 1.797, -0.859], [-0.414, 0.758, 0.404], [-1.425, -0.644, -2.367], [0.117, -2.254, 3.183]],
  "de_lowest_ev": 3.8758,
  "lumo_energy_ev": 0.96,
  "homo_energy_ev": -9.04
}

(15)
{
  "formula": "C4H4FN",
  "method": "ωB97M-V with the def2-TZVPD basis set",
  "symbols": ["C", "C", "C", "C", "N", "F", "H", "H", "H", "H"],
  "positions_angstrom": [[2.230, -0.420, 0.000], [-0.192, -0.411, -0.001], [0.975, 0.235, 0.001], [-1.521, 0.251, 0.000], [3.237, -0.966, 0.000], [1.036, 1.586, 0.000], [-0.167, -1.491, -0.001], [-2.085, -0.053, 0.882], [-2.091, -0.062, -0.875], [-1.422, 1.333, -0.006]],
  "de_lowest_ev": 0.5392,
  "lumo_energy_ev": 0.66,
  "homo_energy_ev": -10.15
}

(16)
{
  "formula": "C4H4FN3",
  "method": "ωB97M-V with the def2-TZVPD basis set",
  "symbols": ["C", "C", "C", "C", "H", "H", "H", "H", "N", "N", "N", "F"],
  "positions_angstrom": [[0.795, 0.036, 1.179], [-0.054, 0.111, 0.087], [0.139, -0.601, -1.186], [-0.576, -0.473, -2.272], [0.395, 0.849, 3.154], [0.979, -1.283, -1.179], [-1.460, 0.165, -2.368], [-0.315, -1.195, -3.100], [0.160, 0.665, 2.206], [-0.946, 1.258, 1.684], [-1.127, 0.929, 0.463], [2.010, -0.461, 1.333]],
  "de_lowest_ev": 1.9372,
  "lumo_energy_ev": 0.77,
  "homo_energy_ev": -9.00
}

(17)
{
  "formula": "C4H4FN3O",
  "method": "ωB97M-V with the def2-TZVPD basis set",
  "symbols": ["C", "C", "C", "C", "N", "N", "N", "O", "F", "H", "H", "H", "H"],
  "positions_angstrom": [[-0.957, 1.724, -0.630], [0.199, -0.109, -1.533], [-0.728, 1.491, 0.646], [0.165, -0.345, 0.905], [-0.386, 1.019, -1.703], [0.219, -0.685, 2.100], [0.490, -0.758, -0.300], [1.034, -2.014, -0.535], [-0.946, 2.150, 1.823], [-1.715, 2.467, -1.028], [0.541, -0.806, -2.221], [0.525, -1.636, 2.307], [1.559, -2.498, 0.168]],
  "de_lowest_ev": 1.2059,
  "lumo_energy_ev": 0.23,
  "homo_energy_ev": -8.98
}

(18)
{
  "formula": "C4H4FNO",
  "method": "ωB97M-V with the def2-TZVPD basis set",
  "symbols": ["C", "C", "C", "C", "H", "H", "H", "H", "N", "O", "F"],
  "positions_angstrom": [[-0.676, -0.661, 0.190], [0.570, 1.258, 0.014], [1.218, 0.464, -0.771], [0.362, -0.729, -0.753], [-2.172, -1.301, 1.217], [-0.729, 1.028, 1.675], [0.753, 2.262, 0.302], [1.908, 0.572, -1.685], [-0.375, 0.639, 0.718], [-1.352, -1.760, 0.674], [0.493, -1.773, -1.581]],
  "de_lowest_ev": 2.1564,
  "lumo_energy_ev": 0.39,
  "homo_energy_ev": -7.94
}

(19)
{
  "formula": "C4H4FNO",
  "method": "ωB97M-V with the def2-TZVPD basis set",
  "symbols": ["C", "C", "C", "C", "H", "H", "H", "H", "N", "O", "F"],
  "positions_angstrom": [[0.808, -0.524, -0.096], [-1.469, -0.123, -0.018], [-0.853, 1.111, -0.112], [0.483, 0.832, -0.167], [2.665, -0.571, 0.526], [-0.591, -2.175, 0.551], [-2.595, -0.289, -0.298], [-1.315, 2.158, -0.182], [-0.452, -1.082, -0.014], [1.902, -1.123, -0.225], [1.417, 1.788, 0.033]],
  "de_lowest_ev": 3.1085,
  "lumo_energy_ev": 0.18,
  "homo_energy_ev": -7.65
}

(20)
{
  "formula": "C4H4FNOS",
  "method": "ωB97M-V with the def2-TZVPD basis set",
  "symbols": ["C", "C", "C", "C", "H", "H", "H", "H", "N", "O", "F", "S"],
  "positions_angstrom": [[-1.729, -0.086, 0.267], [-0.470, 0.422, -0.379], [1.900, -0.169, -0.194], [-0.424, -0.793, 0.327], [-1.997, 0.164, 1.355], [-0.507, 0.256, -1.443], [1.434, 2.035, -0.122], [-0.301, -0.557, 1.336], [0.869, 0.970, -0.167], [3.054, -0.064, -0.182], [-2.705, -0.469, -0.568], [0.877, -1.708, -0.230]],
  "de_lowest_ev": 4.0425,
  "lumo_energy_ev": 0.61,
  "homo_energy_ev": -9.57
}